Record 1
Computed, not measured: 9 unconnected molecules or ions with the total composition C48H111F24N4O2P6 in a non-equilibrium geometry, with wB97M-V/def2-TZVPD.

Structure (XYZ):
```
195
Properties=species:S:1:pos:R:3:forces:R:3:mulliken_charge:R:1
P -7.6871 -7.6426 18.7937 -0.820 1.199 0.859 0.753
P -11.0684 -5.4989 10.9384 -1.385 -0.464 0.752 1.163
P 5.1813 4.4832 10.7566 -2.225 -0.298 1.937 1.130
P -4.0757 -2.7895 0.2206 -1.429 0.062 2.532 1.139
P -18.9496 0.0418 -2.0673 1.261 1.203 0.327 1.037
P -5.1948 9.0457 10.8909 0.181 -1.181 0.686 1.138
F -11.4737 -6.4429 9.6904 0.888 -0.651 -0.614 -0.362
F -5.1759 8.0754 12.2417 -0.892 -0.238 -0.551 -0.383
F -3.8057 -2.1293 -1.1740 0.565 -0.052 -0.855 -0.319
F -12.6686 -5.2190 11.0653 -0.148 0.878 0.285 -0.358
F 4.8210 4.8893 9.2440 1.397 -0.042 -0.498 -0.339
F -5.0808 9.9218 9.5101 -0.420 0.299 1.033 -0.351
F -3.3179 -1.5698 0.9788 0.875 -0.155 -0.388 -0.362
F 4.2562 5.7193 11.2493 0.126 0.744 0.148 -0.357
F 6.0439 3.1687 10.3632 -0.098 0.473 -0.812 -0.349
F -2.8219 -3.7815 0.2534 1.746 0.704 -0.840 -0.341
F 6.4758 5.3908 10.9249 0.623 0.247 -1.224 -0.330
F -5.7497 7.7752 10.0507 0.140 -0.238 -0.375 -0.359
F -4.6624 10.1528 11.9325 -0.451 1.293 -1.101 -0.335
F 5.3807 4.0590 12.3134 -0.123 -0.349 0.465 -0.368
F -9.4414 -5.9596 10.7880 -1.595 1.209 0.290 -0.390
F -6.7694 9.4927 11.0716 1.085 0.179 0.387 -0.361
F -4.3979 -3.4010 1.6836 -0.635 -0.463 1.204 -0.379
F -5.4561 -1.9121 0.4069 -0.150 -0.344 -0.809 -0.371
F -10.9411 -4.2858 9.9094 1.018 0.453 0.687 -0.329
F -11.3028 -6.7320 11.9203 0.651 -1.019 0.715 -0.343
F 3.7789 3.6205 10.7362 0.240 -0.927 -0.048 -0.386
F -10.8438 -4.5546 12.3325 0.739 -0.545 -2.058 -0.382
F -4.8615 -4.0314 -0.4439 -1.069 0.091 -0.685 -0.366
F -3.6678 8.5957 10.6163 0.301 -0.262 -0.141 -0.349
O -2.7019 -9.1976 11.5482 -1.242 -1.336 0.040 -0.497
O -5.3008 -0.0606 8.8060 0.004 0.766 0.201 -0.497
N -3.0024 1.6150 7.6013 1.845 -0.402 -0.018 -0.180
N -0.1901 -10.9643 11.7988 0.270 -0.774 -0.242 0.029
N -7.7439 -10.0762 2.7383 -3.169 -0.883 -2.717 0.172
N -9.4631 -10.4661 1.1721 3.138 1.640 2.949 0.087
C 0.6224 -10.8454 13.0742 -1.836 0.287 1.108 -1.012
C -7.4929 -11.3729 17.0754 -0.011 -0.898 -1.791 -0.509
C -14.6633 -0.6020 0.2430 0.696 -0.786 0.098 -1.129
C -1.5765 1.7515 7.0418 -0.112 0.337 0.662 -0.941
C -11.9483 -7.7447 18.6456 -0.003 -1.031 -1.430 -0.652
C -20.3927 1.7403 -0.3002 -0.256 1.150 -1.273 -0.701
C -5.8773 -4.3744 16.8608 -0.181 -0.503 -0.700 -0.894
C -19.6069 1.7176 -1.6816 -0.345 -0.890 0.926 -1.326
C -0.3550 -9.5889 11.1759 -0.037 -0.095 -0.271 -0.591
C -9.1196 -6.5187 23.1705 -0.266 -0.184 1.483 -1.264
C -2.9056 2.0098 9.1085 -0.555 -0.074 -1.801 -0.784
C -7.8397 -12.0167 15.6726 -1.223 1.055 1.046 -1.313
C -7.7632 -5.9280 21.1682 -0.482 0.643 -0.963 -0.214
C -21.1038 -2.7858 -3.5335 -0.206 0.403 -0.043 -0.563
C -7.7444 -9.8768 17.1606 0.254 -0.267 -1.480 -0.643
C -7.8337 -5.8274 22.6435 -0.863 -0.768 2.778 -0.809
C -18.3925 0.0785 -3.8111 -0.256 -0.224 0.339 -0.505
C -6.3861 -9.5937 3.3096 0.006 -0.428 -1.407 -0.164
C -9.4039 -7.1834 18.3464 -0.430 -1.825 0.461 -1.079
C -21.1006 3.1245 -0.0657 0.180 -0.493 0.120 -0.741
C -1.5141 -11.7010 12.0527 0.905 -0.065 -0.396 -0.904
C -16.6149 -1.5018 -1.0945 0.222 -1.084 0.205 -0.682
C -18.4285 1.6094 -6.7121 0.707 -0.399 0.085 -1.073
C -8.8497 -10.7857 3.2590 0.173 0.038 1.594 -0.277
C -22.4201 3.3168 -0.8965 0.765 -0.049 0.381 -1.140
C -17.4814 -0.2112 -0.9208 -0.319 -0.962 -0.280 -0.901
C -7.5248 -9.4176 18.5726 -0.336 -0.074 0.596 -1.182
C -22.6030 -2.7044 -3.1105 0.914 -0.708 -0.986 -1.135
C -10.0989 -10.5315 -0.1321 1.017 -1.127 -0.397 -0.793
C -15.5732 -1.8320 0.0299 0.237 1.507 -0.866 -0.804
C -4.4007 -4.1778 17.1328 -0.420 0.567 0.968 -1.191
C -6.5772 -5.2440 17.9374 -0.278 0.718 -0.503 -0.669
C -10.4745 -8.2025 18.9188 -0.433 0.950 -0.068 -0.790
C -9.9130 -11.0127 2.3781 3.810 1.092 1.111 -0.285
C -3.8997 2.5502 6.8169 -0.045 -0.815 -0.094 -0.878
C 0.6235 -11.8233 10.7886 0.079 0.812 0.636 -0.887
C -20.2611 -1.1227 -1.7702 0.215 -0.433 0.614 -1.111
C -1.4654 -8.6005 11.6588 0.919 -0.297 -0.093 -0.522
C -17.3044 1.5858 -5.6684 -0.720 -0.404 0.288 -0.713
C -3.3398 0.0903 7.4290 -0.775 1.521 -0.859 -0.552
C -17.7267 1.3982 -4.1909 0.918 0.518 -0.283 -0.829
C -8.1705 -9.9025 1.4571 -1.281 -0.925 -0.680 -0.312
C -6.7214 -6.7122 17.5460 -0.370 -0.159 1.046 -0.850
C -20.1379 -2.5514 -2.3827 -0.528 0.372 0.517 -0.779
C -4.8260 -0.2013 7.4816 0.333 -1.640 0.977 -0.547
C -7.4412 -7.3010 20.6175 0.627 -1.261 -1.279 -1.163
C -6.5023 -9.1681 4.7232 -2.210 0.388 0.546 -1.165
C -12.3395 -7.4340 17.1522 0.082 -0.116 0.681 -1.234
H -8.9125 -11.8275 15.6336 -0.238 -0.028 -0.556 0.340
H -4.9006 2.5746 7.2478 0.141 -0.136 0.011 0.346
H -5.6887 -7.0605 17.5257 -0.158 -0.560 -0.555 0.368
H -18.7493 2.3867 -1.7518 -0.002 0.131 0.496 0.661
H -8.7664 -11.0144 4.3112 -0.505 -0.277 -0.098 0.330
H -20.3839 -3.2357 -1.5707 0.067 -0.139 -0.010 0.450
H -16.7459 2.5189 -5.7429 0.366 -0.299 0.078 0.406
H -3.0171 -0.2190 6.4348 0.112 0.442 -0.198 0.422
H -2.3569 1.2192 9.6204 -0.277 0.153 0.041 0.334
H -3.8652 -3.6721 16.3294 0.124 -0.457 0.012 0.394
H -1.9133 -11.3930 13.0191 -0.103 -0.035 -0.313 0.326
H -22.7473 4.3421 -1.0691 0.404 0.173 0.368 0.358
H -19.2631 1.0091 -6.3500 -0.307 0.232 -0.336 0.296
H -21.3010 3.1593 1.0052 -0.454 -0.043 0.012 0.427
H -12.2730 -8.2998 16.4933 0.467 -0.231 0.178 0.308
H 0.0251 -10.2283 13.7454 -0.219 0.335 -0.137 0.436
H -1.2042 2.7548 7.2492 -0.203 0.011 0.053 0.414
H -5.5896 -8.8623 5.2345 -0.092 -0.415 -0.245 0.347
H -17.6543 -0.7207 -3.8774 0.038 -0.152 -0.230 0.580
H -14.0180 -0.4018 -0.6124 -0.327 -0.092 -0.468 0.318
H -20.3439 3.9044 -0.1509 -0.160 0.230 -0.613 0.393
H -23.2030 -2.5616 -4.0093 -0.094 0.350 0.113 0.352
H -6.6029 -9.8402 18.9721 0.417 0.468 -0.118 0.667
H 0.0444 -12.2558 9.9726 -0.590 -0.051 0.557 0.388
H -3.5200 3.5696 6.7474 0.354 -0.207 0.462 0.369
H -7.1477 -5.1357 20.7422 0.086 -0.199 -0.110 0.356
H -22.3342 2.9074 -1.9031 0.060 -0.278 0.007 0.281
H -16.0023 -2.2138 0.9562 -0.476 0.509 0.048 0.365
H -6.0398 -5.3648 18.8780 0.372 0.997 0.017 0.403
H -12.3532 -6.9878 19.3174 0.518 0.201 -0.002 0.347
H -22.8803 -3.7066 -2.7837 -0.143 0.205 0.563 0.316
H -11.0655 -11.0175 0.0005 -0.057 0.570 -0.195 0.303
H -8.2044 -11.8394 17.7568 0.532 -0.301 0.428 0.312
H -9.0384 -7.5728 23.4360 0.070 -0.400 -1.027 0.328
H -20.8459 -2.0690 -4.3131 -0.286 0.254 -0.147 0.162
H -3.9830 -5.1169 17.4959 0.437 -0.207 -0.704 0.275
H -2.3497 2.9473 9.1204 -0.198 -0.049 0.243 0.425
H -20.9152 -3.7525 -4.0005 0.000 -0.109 0.166 0.471
H -16.8668 0.6876 -0.9719 0.090 -0.002 -0.406 0.664
H -2.1847 -11.5106 11.2147 0.059 0.361 0.325 0.380
H -11.8126 -6.6170 16.6592 -0.079 0.135 0.206 0.352
H 1.3229 -11.1713 10.2653 0.319 -0.002 0.511 0.398
H -16.7259 0.7202 -5.9913 0.679 0.239 0.488 0.359
H -4.2981 -3.5579 18.0235 0.024 0.366 -0.013 0.310
H 0.6544 -9.2019 11.3153 -0.216 0.617 -0.314 0.386
H -6.9732 -6.2246 23.1819 0.195 -0.496 -0.273 0.375
H -17.9448 1.0752 -7.5299 -0.722 0.136 -0.495 0.295
H -1.3133 -8.3007 12.6957 0.287 0.070 0.100 0.277
H -7.3381 -6.9327 16.6747 0.595 0.195 -0.502 0.732
H -16.1147 -1.5323 -2.0625 0.417 0.721 -0.013 0.431
H -20.2505 2.0227 -2.5067 -0.243 -0.166 -0.036 0.541
H -3.9475 2.1353 9.4032 0.330 -0.120 0.506 0.342
H -21.1575 -0.5244 -1.9330 -0.339 -0.441 -0.677 0.699
H -1.4932 1.5902 5.9670 -0.473 -0.263 0.126 0.397
H -18.7035 2.6025 -7.0675 -0.280 -0.140 0.287 0.318
H -5.6369 -10.3812 3.2286 -0.454 -0.448 -0.220 0.265
H 0.5934 -11.7834 13.6286 0.664 -0.265 -0.551 0.429
H -10.7749 -11.5812 2.6947 -0.280 0.265 -0.845 0.404
H -8.8002 -5.7419 20.8888 0.010 0.359 -0.599 0.109
H -0.9478 1.0570 7.5990 -0.035 -0.055 -0.183 0.419
H -10.3539 -9.2273 18.5676 0.159 0.186 -0.874 0.261
H -16.8022 1.4047 -3.6135 0.206 0.246 0.121 0.305
H -19.7378 1.4889 0.5341 0.070 0.090 -0.065 0.416
H -9.4009 -7.2620 17.2593 -0.253 0.217 -0.115 0.768
H -4.8794 -1.2741 7.2968 0.098 -0.186 -0.659 0.399
H -7.2538 -8.3839 4.8143 0.398 0.676 -0.164 0.371
H -9.6565 -6.1616 18.6296 0.218 -0.014 0.044 0.658
H -6.0975 -0.5877 8.9012 -0.155 0.078 0.088 0.313
H -8.7191 -9.6539 16.7265 -0.443 0.027 0.544 0.359
H -3.4081 -8.7041 11.1247 0.354 0.462 -0.031 0.324
H -8.0331 -8.1112 21.0434 -0.651 0.208 0.217 0.557
H -6.4556 -3.4748 16.6503 0.318 0.531 0.886 0.458
H -7.4181 -11.5239 14.7965 0.344 -0.084 0.188 0.322
H -20.2914 -1.2256 -0.6855 0.204 0.050 0.225 0.468
H -7.0933 -9.9487 5.2023 0.881 -0.427 0.755 0.297
H 1.5736 -10.3141 13.0421 0.107 -0.616 -0.815 0.375
H -18.2485 2.3081 -3.8943 -0.457 -0.249 0.090 0.311
H -6.0299 -4.7899 15.8647 0.222 -0.892 -0.033 0.406
H -2.7175 -0.4937 8.1072 -0.359 0.355 0.421 0.407
H -3.9130 2.1424 5.8062 -0.255 0.069 -0.004 0.415
H -7.5256 -9.5041 0.6878 -0.294 0.224 -0.114 0.379
H -6.4431 -11.5862 17.2770 -0.097 -0.100 0.631 0.357
H -5.4547 0.2707 6.7266 0.276 0.442 0.019 0.376
H -12.5641 -8.6299 18.8046 0.014 -0.092 0.590 0.361
H -19.2365 -0.2119 -4.4367 -0.131 0.103 -0.038 0.319
H -17.8678 -0.1770 0.0978 -0.353 -0.118 0.072 0.623
H -6.4559 -7.7306 20.7983 0.571 0.624 0.232 0.662
H 1.1185 -12.5633 11.4174 0.034 -0.100 -0.483 0.369
H -7.1000 -9.3485 16.4580 0.490 0.007 0.080 0.348
H -10.0537 -6.2723 22.6657 0.271 -0.328 -0.867 0.294
H -1.4209 -7.7070 11.0361 0.493 0.019 -0.027 0.434
H -10.0566 -9.6046 -0.7040 -0.455 0.075 0.486 0.297
H -13.4132 -7.2465 17.1539 0.058 0.464 -0.017 0.384
H -7.8745 -4.8447 23.1132 0.000 0.573 -1.059 0.351
H -13.9106 -0.8002 1.0061 -0.333 0.201 0.448 0.385
H -10.3377 -8.3992 19.9822 0.003 0.682 0.385 0.417
H -19.0972 -2.7502 -2.6386 -0.010 -0.025 -0.219 0.342
H -8.2642 -9.8719 19.2321 -0.331 0.068 0.051 0.634
H -15.2038 0.3230 0.4435 -0.011 -0.167 0.339 0.281
H -23.2490 2.8354 -0.3775 0.065 -0.213 -0.115 0.310
H -21.2040 1.0131 -0.3310 0.136 -0.264 -0.019 0.254
H -9.4461 -6.2133 24.1646 0.682 0.788 0.360 0.429
H -9.4563 -11.2417 -0.6526 -0.339 -0.084 -0.537 0.387
H -22.8238 -1.9388 -2.3667 -0.034 -0.144 -0.064 0.318
H -7.4807 -4.6645 18.1266 -0.481 -0.767 0.374 0.328
H -15.0093 -2.6959 -0.3220 0.255 0.159 -0.221 0.420
H -0.4916 -9.8736 10.1327 -0.248 0.684 -0.133 0.458
H -6.0505 -8.8309 2.6071 -0.263 0.211 0.127 0.359
H -1.2848 -12.7653 11.9994 0.059 0.039 0.515 0.407
H -7.7818 -13.1033 15.6089 0.581 0.126 0.230 0.376
H -17.1013 -2.4742 -1.1712 -1.356 0.334 0.103 0.200
```
Positions in Å, forces in eV/Å.

Properties
Electronic energy: -6710.0501 Eh
Total charge: +1

=====

Record 2
Computed, not measured: a gas-phase ion, C3H2NS2 (charge -1) in a non-equilibrium geometry, with wB97M-V/def2-TZVPD.

Structure (XYZ):
```
8
Properties=species:S:1:pos:R:3:forces:R:3:nbo_charge:R:1
S -1.5991 -1.0745 -0.2301 2.170 0.295 0.065 -0.153
S -1.8389 1.9252 -0.5992 -0.615 0.064 -0.284 -0.377
N 1.1753 -0.2300 0.2307 0.087 -1.764 -0.059 -0.352
C 0.9118 -1.4428 0.1080 -1.113 3.786 -3.468 0.039
C -0.9392 0.5113 -0.3068 -1.810 1.101 0.037 -0.311
C 0.4039 0.7879 -0.0390 0.704 -2.210 0.474 -0.188
H 0.9923 -2.1582 0.7664 0.342 -3.740 3.460 0.148
H 0.8939 1.6813 0.0701 0.236 2.468 -0.224 0.195
```
Positions in Å, forces in eV/Å.

Properties
Energy relative to the best compared isomer or geometry (same formula, charge and spin): 2.552 eV
Electronic energy: -966.6068 Eh
Total charge: -1

=====

Record 3
Computed, not measured: C10H18N2O2 in the gas phase in a non-equilibrium geometry, with wB97M-V/def2-TZVPD.

Structure (XYZ):
```
32
Properties=species:S:1:pos:R:3:forces:R:3:nbo_charge:R:1
O 1.9885 0.2598 2.3958 0.232 -1.189 -0.599 -0.512
O 2.7276 -0.0254 0.3547 0.866 -0.519 -0.306 -0.347
N 2.0778 -0.5766 1.4407 -0.991 0.937 1.726 0.324
N -0.5502 0.7134 -0.3098 0.726 -2.110 -0.480 -0.448
C -1.7961 1.2707 0.0474 -0.660 -0.707 0.327 0.058
C -1.9265 1.0192 1.5779 -2.501 -1.267 -1.148 -0.584
C 1.3523 -0.9651 -1.4757 0.420 -2.240 2.819 -0.465
C -1.8774 2.7112 -0.2051 -0.005 4.403 -1.001 -0.633
C 1.4742 -2.8506 0.2934 -1.542 3.540 -0.441 -0.426
C 0.6142 1.0908 -0.1946 2.606 2.994 0.773 0.146
C 2.0470 -2.2630 -1.0234 -1.396 -2.001 -0.909 -0.391
C -2.7975 0.5136 -0.8656 2.614 -1.619 0.590 -0.597
C 1.8288 0.2049 -0.6734 -0.668 3.112 -2.918 0.041
C 1.5513 -1.7571 1.3934 0.227 -1.394 -0.100 -0.002
H 3.0264 -1.9995 -0.8083 2.228 0.048 -0.005 0.207
H 0.9764 2.1814 0.2186 -0.901 -2.386 -0.730 0.155
H 0.3362 -1.0388 -1.2489 -1.909 -0.444 0.279 0.233
H -3.7392 0.9524 -1.0415 -1.153 0.385 0.139 0.208
H 2.0200 -3.1039 -1.7918 0.106 1.299 0.687 0.212
H 1.9902 -3.6710 0.7503 0.098 -0.875 -0.389 0.230
H -2.7892 -0.5397 -0.4748 -0.649 0.865 -0.445 0.210
H -2.8490 1.5344 1.9244 0.395 -0.518 -0.076 0.208
H -2.9500 3.0197 -0.1731 0.739 -0.065 0.041 0.218
H -1.9883 -0.0983 1.8271 0.346 1.715 -0.274 0.218
H -1.4605 3.1845 -1.2078 -0.764 -1.633 1.657 0.222
H 0.3474 -3.0097 0.0981 1.683 -0.279 0.670 0.224
H -1.1177 1.5393 1.9807 1.466 0.329 1.190 0.217
H 1.3763 -0.8057 -2.4869 0.615 0.441 -2.526 0.220
H -2.2051 0.4471 -1.7902 -0.731 0.037 -0.147 0.218
H 1.2621 -2.1214 2.3642 -0.432 0.459 0.277 0.214
H -1.3563 3.3443 0.5682 -0.430 -0.736 -0.508 0.215
H 2.4063 0.8391 -1.4636 -0.635 -0.582 1.827 0.208
```
Positions in Å, forces in eV/Å.

Properties
Energy relative to the best compared isomer or geometry (same formula, charge and spin): 7.923 eV
Electronic energy: -651.6109 Eh
SMILES: CC(C)(C)/N=C/[C@@H]1CCCC=[N+]([O-])O1

=====

Record 4
Computed, not measured: 2 unconnected molecules or ions with the total composition C11H15N in a non-equilibrium geometry, with wB97M-V/def2-TZVPD.

Structure (XYZ):
```
27
Properties=species:S:1:pos:R:3:forces:R:3:nbo_charge:R:1
N -0.9554 -0.5806 1.7082 -0.142 -0.610 0.546 -0.522
C -0.2278 2.0992 -0.6964 -0.129 -0.091 -0.243 -0.223
C 3.6424 1.2950 0.4556 0.448 0.258 1.712 -0.612
C -0.8528 0.2684 0.6713 0.120 0.629 -1.357 0.117
C -1.2196 0.1313 -1.7402 0.401 1.073 0.354 -0.218
C -1.9134 -1.6458 -0.0067 -0.860 -0.289 -0.452 -0.100
C -0.2614 1.5235 0.5572 -0.036 0.204 0.237 -0.228
C 2.6199 0.1980 0.7542 0.556 -0.820 -1.940 -0.624
C -1.6015 -1.7563 1.3049 1.398 0.888 0.822 -0.043
C -1.4238 -0.3634 -0.4558 0.295 -0.953 0.336 -0.029
C -0.6089 1.3746 -1.8360 -0.788 0.105 -0.117 -0.244
C -2.8559 -2.4875 -0.8265 0.106 -0.053 0.255 -0.624
H 1.9589 0.2555 -0.0915 -1.231 0.163 0.188 0.222
H 3.4542 2.1836 1.0680 -0.223 0.030 -0.166 0.201
H 4.6375 0.9899 0.7884 0.115 0.008 -0.371 0.201
H 2.1051 0.1530 1.7028 0.007 0.429 0.162 0.198
H -2.9466 -2.0487 -1.8182 -0.074 -0.156 -0.059 0.215
H -2.5919 -3.5381 -0.9221 0.303 -0.045 -0.055 0.217
H -1.5052 -2.5277 2.0501 -0.854 -0.473 -0.277 0.212
H -1.4749 -0.4158 -2.6274 -0.290 -0.182 -0.182 0.213
H -3.8420 -2.4829 -0.3575 -0.041 0.126 -0.132 0.220
H 0.0469 3.1322 -0.8674 0.436 -0.066 0.321 0.213
H 3.6580 1.6304 -0.5762 0.015 -0.292 -0.128 0.210
H -0.5496 1.8826 -2.7905 0.174 -0.184 -0.093 0.209
H 0.1972 1.9840 1.4241 -0.155 0.240 -0.038 0.211
H -0.5000 -0.4505 2.5900 -0.042 -0.023 0.142 0.406
H 3.0106 -0.8038 0.5374 0.490 0.084 0.534 0.202
```
Positions in Å, forces in eV/Å.

Properties
Energy relative to the best compared isomer or geometry (same formula, charge and spin): 0.850 eV
Electronic energy: -482.8839 Eh
SMILES: Cc1c[nH]c2ccccc12.CC

=====

Number 1: HOMO -9.3 eV. Number 2: HOMO -3.1 eV. Number 3: HOMO -8.7 eV. Number 4: HOMO -7.8 eV.